{
  "formula": "C44H121N11O11",
  "method": "ωB97M-V/def2-TZVPD",
  "elements": ["C", "O", "C", "C", "C", "N", "H", "H", "H", "H", "H", "H", "H", "H", "H", "H", "H", "C", "O", "C", "C", "C", "N", "H", "H", "H", "H", "H", "H", "H", "H", "H", "H", "H", "C", "O", "C", "C", "C", "N", "H", "H", "H", "H", "H", "H", "H", "H", "H", "H", "H", "C", "O", "C", "C", "C", "N", "H", "H", "H", "H", "H", "H", "H", "H", "H", "H", "H", "C", "O", "C", "C", "C", "N", "H", "H", "H", "H", "H", "H", "H", "H", "H", "H", "H", "C", "O", "C", "C", "C", "N", "H", "H", "H", "H", "H", "H", "H", "H", "H", "H", "H", "C", "O", "C", "C", "C", "N", "H", "H", "H", "H", "H", "H", "H", "H", "H", "H", "H", "C", "O", "C", "C", "C", "N", "H", "H", "H", "H", "H", "H", "H", "H", "H", "H", "H", "C", "O", "C", "C", "C", "N", "H", "H", "H", "H", "H", "H", "H", "H", "H", "H", "H", "C", "O", "C", "C", "C", "N", "H", "H", "H", "H", "H", "H", "H", "H", "H", "H", "H", "C", "O", "C", "C", "C", "N", "H", "H", "H", "H", "H", "H", "H", "H", "H", "H", "H"],
  "xyz": [[12.34792, 17.67436, 10.74727], [11.84203, 16.34116, 10.72850], [10.83082, 16.17339, 11.70595], [9.99659, 14.98457, 11.29841], [9.30088, 15.24782, 9.99944], [9.06071, 14.62532, 12.37381], [12.84481, 17.90537, 9.80075], [13.10330, 17.70248, 11.54408], [11.59475, 18.43079, 10.94152], [11.20539, 15.97917, 12.71090], [10.25672, 17.11735, 11.73824], [10.69480, 14.11134, 11.19429], [8.59715, 16.08616, 10.12549], [8.77883, 14.38337, 9.59518], [9.99428, 15.57741, 9.22850], [8.53788, 13.80344, 12.12294], [8.37623, 15.38384, 12.42938], [16.25933, 14.06292, 16.85896], [16.34426, 13.92614, 15.48132], [15.11174, 13.97203, 14.89624], [15.19258, 13.82191, 13.38112], [13.75237, 13.95281, 12.83628], [15.80319, 12.49701, 12.97638], [17.19279, 13.86487, 17.41488], [15.49976, 13.38691, 17.25612], [15.88336, 15.07418, 17.09064], [14.44996, 13.12204, 15.27777], [14.62335, 14.92072, 15.16628], [15.83989, 14.58924, 13.01518], [13.53236, 14.94144, 12.47158], [12.97883, 13.64722, 13.55238], [13.74817, 13.33038, 11.94152], [15.19101, 11.73188, 13.21509], [16.66098, 12.30844, 13.46541], [17.05064, 18.59075, 7.94099], [17.58401, 17.39804, 8.49988], [16.76370, 16.22917, 8.30850], [15.57255, 16.09998, 9.25916], [16.05854, 15.96222, 10.65742], [14.78697, 14.96724, 8.76210], [17.67126, 19.41234, 8.30756], [16.02981, 18.79720, 8.23087], [17.14447, 18.58149, 6.82276], [16.52653, 16.18840, 7.24501], [17.46920, 15.44414, 8.56545], [15.02118, 17.03517, 9.19854], [15.30342, 16.04186, 11.47576], [16.85056, 16.68937, 10.89183], [16.53589, 14.94948, 10.66267], [14.05743, 15.31637, 8.14198], [14.28376, 14.46838, 9.50358], [19.85694, 13.46932, 14.83468], [20.36225, 12.42600, 14.01560], [19.70961, 11.15896, 14.20483], [20.79703, 10.12999, 13.90162], [21.09749, 10.16247, 12.45297], [20.26296, 8.81221, 14.28586], [20.42524, 14.35529, 14.58287], [19.94399, 13.24507, 15.91350], [18.80416, 13.74687, 14.65727], [19.40415, 11.15600, 15.26372], [18.83683, 11.02152, 13.55422], [21.72149, 10.42189, 14.39548], [21.30958, 11.22967, 12.20035], [20.19228, 9.92903, 11.89122], [21.97924, 9.61950, 12.12246], [20.61071, 8.06856, 13.69162], [20.38972, 8.50001, 15.23933], [19.00362, 20.88638, 12.39053], [17.62810, 20.67496, 12.58044], [16.85848, 21.75923, 12.18559], [15.42844, 21.34970, 12.18299], [15.24014, 20.23327, 11.18287], [14.72435, 22.59454, 11.78716], [19.21121, 21.11552, 11.34725], [19.61701, 20.02721, 12.70405], [19.35056, 21.73772, 12.94156], [17.05258, 22.63390, 12.84078], [17.16275, 22.05181, 11.17516], [15.22731, 21.02605, 13.22047], [15.12159, 20.69819, 10.20739], [14.38995, 19.57492, 11.32281], [16.13975, 19.62342, 11.19789], [13.77015, 22.37906, 11.49044], [14.64214, 23.16001, 12.62941], [17.56606, 16.05904, 20.28512], [18.36432, 17.21488, 20.31249], [19.33987, 17.14705, 19.38641], [20.08930, 18.45828, 19.39770], [21.29184, 18.56070, 18.51648], [20.46353, 18.88238, 20.80037], [18.09367, 15.10102, 20.27290], [16.87860, 16.07075, 19.41734], [16.99582, 16.09276, 21.19217], [20.01635, 16.30193, 19.76040], [18.86584, 16.80101, 18.44373], [19.29560, 19.17562, 19.09400], [22.07735, 17.95076, 18.99282], [21.56816, 19.61576, 18.56323], [21.08638, 18.19654, 17.53144], [21.22125, 18.31890, 21.17922], [19.68268, 18.70334, 21.43597], [12.58637, 15.98595, 17.20127], [13.74030, 16.43716, 17.82487], [13.48100, 17.52918, 18.68844], [14.76195, 18.15140, 19.14009], [14.55794, 19.21405, 20.20378], [15.46188, 18.73147, 17.99454], [12.84503, 15.21544, 16.49938], [12.07786, 16.79038, 16.66873], [11.86810, 15.59894, 17.91063], [12.86786, 18.27257, 18.13414], [12.79422, 17.08995, 19.42560], [15.40362, 17.42957, 19.66069], [13.92189, 20.02920, 19.85231], [15.53203, 19.59283, 20.45261], [14.09537, 18.80455, 21.11102], [16.39014, 19.02861, 18.30107], [15.58998, 18.05469, 17.27046], [14.40727, 17.77470, 14.68442], [15.67635, 17.23655, 14.94570], [16.56002, 17.73032, 13.97998], [17.86683, 16.89672, 14.00969], [18.38998, 17.02238, 15.39876], [18.83285, 17.45490, 13.04067], [13.63617, 17.43973, 15.34098], [14.07151, 17.48669, 13.65288], [14.47418, 18.86825, 14.71137], [16.07972, 17.56863, 13.01797], [16.71446, 18.82672, 14.13957], [17.48204, 15.91247, 13.70655], [17.63712, 16.81455, 16.15137], [18.62445, 18.08480, 15.50326], [19.30304, 16.43402, 15.51610], [19.14810, 16.66783, 12.46589], [18.37915, 18.18409, 12.48841], [13.41469, 21.33213, 15.68802], [12.09348, 21.76435, 15.79817], [11.87999, 23.06689, 15.26721], [10.42944, 23.35666, 15.00076], [9.57849, 23.04957, 16.20965], [9.96637, 22.50272, 13.85196], [14.18456, 21.92254, 16.20986], [13.75813, 21.17715, 14.63404], [13.39197, 20.36959, 16.19100], [12.38494, 23.81812, 15.90846], [12.35265, 23.12074, 14.24676], [10.45919, 24.40039, 14.67378], [9.67206, 21.96929, 16.38436], [8.50123, 23.27099, 16.01991], [9.84752, 23.60697, 17.12608], [10.22154, 21.58780, 14.20389], [10.62411, 22.66423, 13.09456], [17.26839, 21.44828, 15.71807], [16.53448, 22.58689, 16.11696], [17.17088, 23.39062, 17.04944], [17.03405, 22.89862, 18.45483], [15.59170, 22.69012, 18.94886], [17.71156, 23.87580, 19.37349], [16.76410, 20.94083, 14.86897], [17.43507, 20.71169, 16.52771], [18.23666, 21.79669, 15.36232], [18.26034, 23.52499, 16.82379], [16.67175, 24.37285, 16.93917], [17.49277, 21.88913, 18.53643], [14.92881, 23.56157, 18.80475], [15.65475, 22.50361, 20.01768], [15.20081, 21.79192, 18.48341], [18.69567, 23.98927, 19.15326], [17.64040, 23.34892, 20.22922], [20.18350, 14.39600, 11.05717], [20.83566, 15.46258, 11.67268], [22.13913, 15.05659, 12.03783], [22.85879, 16.26213, 12.57330], [24.32689, 15.78357, 12.81150], [22.17469, 16.56631, 13.87725], [20.62105, 14.20170, 10.06954], [19.12707, 14.63527, 10.96486], [20.26899, 13.50388, 11.69902], [22.13543, 14.27919, 12.85758], [22.60087, 14.72303, 11.08736], [22.86110, 17.05711, 11.79877], [24.87552, 15.63596, 11.87783], [24.38478, 14.82373, 13.32704], [24.87242, 16.54002, 13.36960], [21.17986, 16.66276, 13.63494], [22.38016, 17.53869, 14.14616]],
  "forces_ev_per_angstrom": [[1.0, -0.8, 0.2], [-0.1, 0.8, -0.1], [-0.1, 0.1, -0.1], [0.2, -1.3, 0.2], [-0.2, 0.6, -0.9], [0.1, 1.0, 0.2], [-0.1, -0.2, 0.0], [0.0, 0.4, 0.0], [-0.3, 0.0, 0.0], [0.4, 0.1, 0.1], [-0.3, -0.4, 0.1], [-0.4, 0.7, 0.0], [-0.1, -0.3, 0.0], [-0.2, -0.1, 0.2], [0.2, 0.0, 0.0], [-0.1, -0.3, -0.1], [0.1, -0.3, 0.2], [-0.5, 0.6, 1.2], [1.9, -0.6, -0.1], [-1.8, -0.6, -0.3], [-0.4, -1.6, 1.0], [1.0, -0.5, -0.5], [-0.7, 1.2, -0.3], [-0.1, 0.1, -0.8], [-0.1, -0.3, 0.1], [0.3, -0.1, 0.2], [0.6, 0.8, -0.2], [-0.1, 0.0, -0.2], [0.4, 0.5, -0.4], [-0.1, 0.6, 0.1], [0.2, -0.1, -0.2], [-0.5, -0.2, 0.0], [-0.4, -0.1, 0.1], [0.4, 0.3, 0.3], [1.0, -0.2, -0.7], [-0.8, 0.3, 0.2], [1.3, 0.7, 0.3], [-0.3, 1.0, -1.1], [0.8, -1.2, 1.1], [-0.7, -0.2, 0.4], [-0.1, -0.1, 0.0], [-0.4, -0.1, 0.1], [-0.3, -0.1, 0.7], [-0.5, -0.3, 0.0], [-0.1, -0.5, -0.3], [-0.4, 0.3, -0.1], [0.3, -0.2, -0.9], [-0.2, -0.1, -0.3], [-0.3, 0.5, 0.6], [0.2, -0.2, 0.0], [0.4, 0.4, -0.2], [-0.3, 0.2, -0.1], [-0.8, 0.2, 0.0], [1.2, 1.0, 0.7], [-0.8, -0.9, 0.9], [0.0, 1.7, -1.4], [0.1, -0.4, -0.4], [0.4, 0.2, 0.2], [0.2, 0.0, -0.3], [0.1, -0.5, -0.2], [-0.1, -0.5, -0.3], [0.1, 0.1, 0.0], [0.0, 0.0, 0.6], [-0.1, -0.7, 0.1], [0.1, -0.4, -0.2], [-0.2, -0.4, 0.1], [0.0, 0.2, 0.0], [0.1, 0.5, 0.1], [0.4, -0.3, -0.3], [0.8, -1.1, 0.6], [1.0, 0.7, -0.3], [-0.4, 0.6, 0.3], [0.0, 0.1, -0.2], [-0.7, -0.7, 0.5], [0.0, -0.1, -0.4], [-0.6, 0.1, -0.1], [0.2, 0.7, 0.6], [-0.2, -0.2, -0.1], [-0.1, 0.2, -0.2], [-0.4, -0.1, -0.4], [0.2, 0.0, -0.3], [-0.3, 0.1, 0.4], [0.0, -0.2, -0.2], [0.3, 0.1, 0.1], [-0.1, 0.2, -0.2], [-0.8, 0.1, -0.1], [-2.1, 0.0, 1.6], [2.4, -2.1, -0.5], [-1.3, 0.8, 1.2], [0.2, 0.0, 1.2], [-0.5, -0.4, -0.6], [0.5, 0.2, 0.0], [0.3, 0.0, 0.2], [-0.6, -0.1, 0.4], [-0.1, 0.7, -0.9], [0.7, 0.6, -0.2], [0.6, 0.0, 0.0], [0.0, 0.2, -0.4], [0.4, -0.2, -0.5], [0.0, 0.0, -0.7], [0.1, -0.1, -0.4], [0.1, 0.1, -0.4], [-0.4, 0.2, -0.1], [1.0, 0.2, -0.3], [-1.3, -0.5, -0.7], [0.5, 0.0, 0.8], [-0.9, 0.0, -0.1], [0.1, 0.6, 0.6], [0.2, -0.4, -0.3], [-0.1, 0.2, -0.2], [-0.3, -0.3, 0.4], [0.4, 0.0, 0.2], [0.4, 0.6, 0.8], [-0.3, -0.5, -0.3], [0.1, 0.1, -0.1], [0.4, 0.4, 0.3], [0.2, 0.0, -0.2], [-0.3, -0.1, -0.2], [0.1, -0.6, -0.6], [0.0, 0.4, -1.5], [-0.6, -0.4, 0.7], [0.7, 0.1, -0.3], [-1.7, 1.3, -0.5], [0.7, 0.0, 0.4], [-0.4, -0.8, 0.2], [-0.1, -0.4, 0.8], [0.2, 0.2, 0.5], [-0.2, 0.0, 0.0], [0.1, 0.3, -0.5], [0.2, -0.6, -0.2], [0.7, -0.2, 0.4], [0.0, -0.5, 0.1], [0.3, 0.0, 0.2], [-0.1, 0.0, 0.3], [0.1, 0.8, -0.2], [0.3, -0.4, -0.2], [0.7, -0.9, 0.0], [-0.6, 1.0, -0.4], [1.5, -0.1, -0.6], [0.1, -0.3, -0.5], [-1.2, 0.3, 0.2], [0.3, 0.6, 1.0], [-0.5, 0.3, -0.2], [-0.4, 0.3, 0.5], [0.4, -0.3, -0.1], [-0.3, -0.2, -0.1], [0.1, 0.0, 0.8], [-0.6, 0.0, 0.2], [-0.1, 0.3, 0.3], [0.8, -0.2, 0.0], [0.2, -0.3, -0.5], [-0.2, -0.6, -0.3], [-0.1, 0.0, -0.2], [0.0, -0.3, -0.2], [-0.5, -0.9, -0.8], [0.3, 1.2, -0.1], [0.1, 0.1, 1.0], [0.5, 0.4, -0.2], [-0.9, -1.0, -0.6], [0.1, 0.4, 0.7], [-0.2, 0.3, -0.2], [0.4, -0.2, -0.1], [-0.6, -0.1, -0.1], [0.4, -0.3, 0.3], [0.1, 0.4, -0.1], [0.3, -0.3, -0.1], [-0.2, -0.1, 0.2], [-0.3, 0.0, -0.1], [0.0, -0.2, 0.0], [0.5, 0.5, 0.8], [-0.4, -0.7, 0.1], [-0.2, 0.1, 0.5], [0.0, 0.2, -0.3], [1.0, -1.0, 0.8], [-0.3, 0.6, -0.2], [0.0, 1.2, -1.1], [-0.1, -0.1, 0.0], [-0.1, 0.1, -0.2], [-0.1, 0.0, -0.3], [-0.1, 0.4, -1.0], [0.3, -0.3, 0.6], [-0.2, -0.1, 0.6], [-0.2, 0.2, -0.2], [-0.3, 0.2, 0.3], [0.1, 0.0, 0.2], [0.2, -0.2, 0.1], [0.3, -0.5, 0.0]],
  "max_force_ev_per_a": 3.20,
  "charge": 0,
  "smiles": "COC[C@H](C)N.COC[C@H](C)N.COC[C@H](C)N.COC[C@H](C)N.COC[C@H](C)N.COC[C@H](C)N.COC[C@H](C)N.COC[C@H](C)N.COC[C@H](C)N.COC[C@H](C)N.COC[C@H](C)N",
  "lumo_energy_ev": 0.44,
  "homo_lumo_gap_ev": 9.61,
  "total_energy_ev": -86497.5073,
  "e_homo_ev": -9.1634,
  "de_lowest_ev": 1.727
}